64
Properties=species:S:1:pos:R:3:forces:R:3 method="wB97M-V/def2-TZVPD" total_charge=0 relative_energy_ev=0.400 homo_lumo_gap_ev=8.7 smiles="CCOc1cc2[nH]c(=O)n(CCCCC(=O)N3CCCCCC3)c(=O)c2cc1OCC"
C -1.1380 -3.1736 3.5774 0.32 -0.21 -0.23
C 0.0676 -4.0746 3.3374 -0.32 0.02 0.67
O 0.4427 -4.1180 1.9684 0.33 0.13 -0.32
C 0.8623 -3.0164 1.3012 0.00 0.12 -0.27
C 0.6553 -3.0772 -0.0720 0.06 0.05 0.11
C 1.0425 -2.0440 -0.9126 0.28 0.44 0.57
N 0.8201 -2.0782 -2.2691 -0.16 -0.29 -0.15
C 1.1109 -1.0536 -3.1341 -0.15 -0.41 0.04
O 0.8615 -1.1462 -4.3156 -0.06 0.03 -0.28
N 1.6929 0.0627 -2.5655 0.12 0.19 -0.05
C 1.9805 1.1923 -3.4436 0.10 0.43 -0.23
C 0.9641 2.3187 -3.2611 -0.04 -0.33 0.02
C -0.4543 1.8848 -3.6235 0.09 0.20 -0.04
C -1.4729 2.9953 -3.3378 0.06 -0.05 0.05
C -1.5251 3.3198 -1.8531 -0.17 0.06 -0.47
O -0.8943 4.2607 -1.4038 0.32 0.29 0.06
N -2.2699 2.5287 -1.0405 -0.08 -0.15 0.26
C -3.1273 1.4470 -1.4696 -0.35 -0.20 -0.12
C -3.1193 0.2480 -0.5115 0.20 0.07 -0.18
C -1.7288 -0.0904 0.0312 -0.22 -0.10 0.24
C -1.3998 0.6568 1.3230 0.24 0.12 -0.18
C -1.1410 2.1464 1.1169 -0.28 -0.11 0.10
C -2.2698 2.8628 0.3725 0.37 0.34 0.22
C 2.0303 0.2054 -1.2234 0.00 -0.17 0.12
O 2.5894 1.2053 -0.8238 0.02 0.09 0.05
C 1.6506 -0.9155 -0.3672 -0.13 -0.42 0.13
C 1.8819 -0.8546 1.0069 -0.07 -0.15 -0.03
C 1.5111 -1.8803 1.8543 0.01 0.05 -0.02
O 1.7159 -1.8636 3.2056 -0.14 -0.31 -0.20
C 2.3763 -0.7655 3.8090 0.31 0.23 0.19
C 3.8895 -0.8118 3.6277 -0.39 -0.10 -0.07
H -0.8851 -2.1356 3.3773 0.00 0.13 0.02
H -1.4580 -3.2620 4.6116 -0.05 0.02 0.13
H -1.9595 -3.4652 2.9266 -0.11 -0.03 -0.02
H 0.9069 -3.7689 3.9660 -0.14 -0.15 -0.13
H -0.1876 -5.1141 3.5619 0.05 0.14 0.00
H 0.1743 -3.9583 -0.4670 -0.10 -0.13 -0.02
H 0.4007 -2.8984 -2.6848 0.07 0.22 -0.06
H 2.9791 1.5574 -3.1940 -0.10 -0.09 -0.07
H 1.9610 0.8154 -4.4672 0.07 0.04 0.16
H 1.2639 3.1539 -3.8954 0.02 0.08 0.02
H 0.9964 2.6643 -2.2271 0.06 0.08 -0.03
H -0.7143 0.9882 -3.0553 -0.04 -0.07 -0.04
H -0.4937 1.6207 -4.6828 -0.04 -0.07 0.03
H -2.4571 2.7290 -3.7237 0.00 0.00 -0.02
H -1.1455 3.9076 -3.8396 -0.09 -0.01 0.09
H -4.1609 1.8122 -1.5689 0.09 -0.09 -0.10
H -2.8002 1.1007 -2.4481 -0.03 0.05 0.02
H -3.5167 -0.6057 -1.0647 -0.09 0.03 0.01
H -3.7943 0.4258 0.3272 -0.06 -0.03 0.00
H -1.6768 -1.1628 0.2340 0.05 -0.01 -0.06
H -0.9721 0.1379 -0.7211 0.11 -0.06 -0.12
H -2.2242 0.5227 2.0289 -0.03 -0.06 0.06
H -0.5085 0.2085 1.7678 -0.05 -0.03 0.09
H -1.0053 2.6225 2.0899 0.07 0.06 0.03
H -0.2201 2.2868 0.5481 0.07 0.08 -0.01
H -2.1085 3.9417 0.4470 -0.15 -0.17 0.03
H -3.2431 2.6181 0.8012 -0.04 0.01 -0.01
H 2.3665 0.0380 1.3675 0.05 0.07 0.10
H 2.1281 -0.8623 4.8702 0.01 0.11 -0.15
H 1.9641 0.1824 3.4443 -0.04 -0.08 0.05
H 4.1630 -0.7305 2.5791 0.08 0.03 -0.06
H 4.3443 0.0098 4.1738 0.08 0.10 0.05
H 4.2789 -1.7508 4.0135 0.05 -0.06 0.04

***

65
Properties=species:S:1:pos:R:3:forces:R:3 method="wB97M-V/def2-TZVPD" total_charge=-2 relative_energy_ev=0.022 homo_lumo_gap_ev=9.4
O -10.9862 11.1523 -21.6731 -0.01 -0.04 0.04
C -10.7594 10.8880 -20.5248 0.07 -0.01 -0.08
O -9.6626 11.1717 -19.8623 0.13 0.11 0.28
B -9.7617 10.6928 -18.4573 -0.36 0.21 -0.37
O -11.1482 10.1682 -18.3653 0.06 -0.17 0.16
C -11.7090 10.1490 -19.5550 0.07 -0.05 -0.19
O -12.7634 9.6553 -19.8497 -0.01 0.06 0.05
O -9.5360 11.7515 -17.4793 -0.03 0.00 0.03
C -8.4605 11.4514 -16.7517 0.21 0.14 -0.33
O -7.8926 12.1772 -16.0008 -0.09 0.10 0.32
C -7.9873 10.0449 -17.1685 -0.11 0.47 -0.39
O -8.7441 9.6806 -18.1966 0.09 -0.36 0.26
O -7.0538 9.4617 -16.7104 0.17 -0.39 -0.02
O -4.9893 15.1392 -20.1549 -0.04 -0.06 -0.05
C -4.9807 14.6575 -19.0568 0.08 0.22 -0.19
O -4.3300 15.1130 -18.0061 0.00 -0.06 0.08
B -4.5972 14.2494 -16.8235 0.20 -0.13 0.13
O -5.4009 13.1407 -17.3715 0.04 -0.10 0.12
C -5.7375 13.3863 -18.6190 -0.27 -0.06 0.45
O -6.5360 12.7525 -19.2562 0.06 -0.08 -0.22
O -3.3505 13.7988 -16.1806 -0.11 0.17 -0.26
C -3.2298 14.3804 -14.9962 0.06 -0.17 -0.12
O -2.2966 14.2862 -14.2553 0.14 0.03 0.12
C -4.5153 15.2002 -14.7429 -0.08 0.01 0.09
O -5.3194 14.9848 -15.7761 -0.02 0.27 0.07
O -4.7265 15.8901 -13.7852 -0.06 -0.15 -0.24
O -7.2369 11.3797 -21.8532 -0.06 -0.17 -0.10
H -7.1622 12.2799 -22.1814 0.04 0.04 0.04
H -7.3393 11.5026 -20.8999 0.04 0.06 -0.03
O -10.6748 14.5082 -18.3128 -0.27 -0.09 -0.15
H -10.7437 13.8266 -17.6353 0.11 -0.03 -0.01
H -9.9418 14.2099 -18.8616 0.10 0.02 0.06
O -13.1075 7.6577 -17.6081 0.00 -0.11 -0.02
H -12.4892 8.0024 -16.9577 0.01 0.05 0.00
H -12.8541 8.1122 -18.4223 -0.06 0.01 0.02
O -4.5478 10.6926 -15.5474 0.20 0.05 -0.06
H -5.1602 10.7376 -16.2920 -0.09 0.11 0.14
H -4.4967 9.7548 -15.3442 -0.14 0.01 0.07
O -6.7333 11.7280 -13.2059 0.06 0.05 0.27
H -7.3001 12.4829 -13.0222 -0.01 0.03 -0.12
H -6.1257 12.0422 -13.8859 -0.03 -0.21 -0.15
O -9.7461 7.5995 -20.0508 -0.09 0.31 -0.29
H -9.6052 7.8987 -20.9637 -0.13 -0.07 0.07
H -9.1817 8.1809 -19.5256 0.13 -0.30 0.25
O -7.0077 6.9591 -18.5321 0.21 -0.14 0.06
H -6.5456 7.5597 -17.9339 -0.19 0.15 0.02
H -6.5931 7.0922 -19.3889 -0.04 0.04 -0.02
O -9.7355 8.4575 -22.7782 0.18 0.21 -0.07
H -9.1150 7.9294 -23.2893 -0.04 0.00 -0.04
H -9.4559 9.3751 -22.9044 -0.02 0.06 0.10
O -9.0684 14.7818 -15.4721 -0.09 0.00 0.07
H -8.6303 13.9871 -15.8090 0.18 -0.02 0.14
H -9.9987 14.6181 -15.6462 -0.05 0.12 -0.02
O -15.5044 10.1173 -18.5804 -0.12 -0.05 -0.13
H -14.7108 9.6825 -18.9218 0.02 0.02 0.15
H -15.4773 10.9877 -18.9855 0.05 0.03 0.02
O -13.0465 12.4593 -17.2177 -0.04 0.09 0.08
H -12.3777 12.2286 -17.8693 0.01 -0.07 0.03
H -13.5370 13.1866 -17.6118 0.08 0.04 -0.04
O -12.5895 7.7966 -22.6948 -0.04 0.09 -0.04
H -11.8588 8.4310 -22.6610 0.23 -0.42 -0.04
H -12.4299 7.2271 -21.9356 -0.05 0.10 0.11
O -12.6481 10.5022 -23.9124 -0.06 0.16 -0.10
H -12.8619 9.7905 -23.2978 -0.27 0.04 -0.08
H -12.2735 11.1822 -23.3397 0.07 -0.15 0.02